The following is a DFT calculation (wB97M-V/def2-TZVPD) of C19H51O8Zr as an isolated structure in a non-equilibrium geometry.

Calculated values
HOMO-LUMO gap (spin up / spin down)   6.9 / 1.3 eV

Geometry as ORCA input:
```
! RIJCOSX wB97M-V def2-TZVPD def2/J DEFGRID3
* xyz 2 2
Zr -1.93890 -5.89684 9.92023
C -0.78289 -9.28949 8.15121
C -2.13123 -9.25653 8.73659
C -2.46349 -10.59958 9.50753
O -2.39297 -8.00038 9.36912
H -0.56312 -8.49759 7.43518
H -0.58599 -10.28091 7.74329
H -0.05347 -9.15592 8.95009
H -2.75380 -9.34180 7.84596
H -2.03168 -10.61265 10.50826
H -2.20212 -11.50801 8.96482
H -3.52679 -10.58616 9.74694
C -2.85909 -3.98520 6.11774
C -3.84683 -4.67688 7.08840
C -4.70093 -5.86520 6.48574
O -3.27036 -5.15661 8.30960
H -2.60392 -2.98671 6.47270
H -3.27806 -3.96030 5.11179
H -1.92554 -4.53382 5.99283
H -4.65089 -3.94910 7.19762
H -5.62906 -6.13105 6.99171
H -4.22557 -6.83327 6.64379
H -4.94868 -5.60800 5.45590
C 2.11093 -6.54890 8.39917
C 1.01006 -5.61523 7.93091
C 0.69584 -5.81888 6.41966
O -0.06988 -5.64266 8.76312
H 2.32678 -6.31639 9.44198
H 3.06771 -6.42223 7.89260
H 1.79552 -7.59106 8.44931
H 1.41377 -4.61215 8.06862
H -0.00549 -5.10683 5.98465
H 0.29694 -6.80966 6.20213
H 1.62193 -5.63082 5.87644
C -2.42321 -8.48912 4.97560
C -3.53862 -7.90505 4.08853
O -3.66306 -8.66532 2.88979
H -2.21816 -9.55792 5.03655
H -2.65902 -8.11458 5.97170
H -1.54404 -8.02473 4.52894
H -3.23579 -6.89510 3.81211
H -4.45028 -7.75475 4.66679
H -4.56175 -8.72979 2.55843
C -0.59966 -3.67415 3.25430
C -1.62133 -3.65255 2.12541
O -1.27374 -4.56431 1.11449
H 0.42995 -3.43175 2.99116
H -0.52368 -4.69386 3.63182
H -0.76120 -3.05410 4.13609
H -1.85182 -2.65867 1.74178
H -2.54574 -4.03174 2.56103
H -1.45933 -5.45457 1.42205
C 5.84568 -4.91231 8.24149
C 6.63789 -6.13376 8.06290
O 7.75483 -5.88070 8.82050
H 5.01383 -4.82500 7.54256
H 6.50893 -4.07024 8.04366
H 5.38879 -4.93680 9.23080
H 6.88678 -6.18362 7.00287
H 6.20742 -7.10261 8.31613
H 7.44107 -6.01580 9.71766
C -1.53134 -1.97005 9.31907
C -0.86890 -2.87980 10.39125
O -1.80394 -3.89972 10.65752
H -1.62000 -2.45009 8.34450
H -0.79581 -1.18172 9.15889
H -2.50603 -1.59645 9.63291
H -0.70952 -2.37219 11.34258
H 0.10406 -3.25393 10.07267
H -2.02304 -3.64041 11.55550
C 3.49786 -2.06009 5.94207
C 2.29142 -1.14514 5.74839
O 2.54621 -0.18643 4.70937
H 3.31918 -2.80877 6.71386
H 4.44444 -1.51974 5.93186
H 3.44389 -2.67876 5.04628
H 2.12707 -0.58329 6.66786
H 1.39009 -1.70292 5.49426
H 1.77800 0.38891 4.73028
*
```

Atom charges from the Mulliken analysis, given in e for atoms 1 to 6: 2.1514 -0.8285 0.8650 -1.4749 -0.6168 -0.2706

---

The following is a DFT calculation (wB97M-V/def2-TZVPD) of a 2-piece molecular cluster, C10H14N2O2 overall in a non-equilibrium geometry.

Calculated values
Energy relative to the best compared isomer or geometry (same formula, charge and spin)   109.5 kcal per mole
HOMO-LUMO gap   5.5 eV

Geometry as ORCA input:
```
! RIJCOSX wB97M-V def2-TZVPD def2/J DEFGRID3
* xyz 0 1
C -2.64436 0.69181 -3.22431
C -1.44374 -0.11092 -3.02996
N -0.28820 0.58539 -2.95989
O 0.85852 0.07164 -2.84346
O -0.48002 1.84127 -3.06851
H -3.51027 0.02640 -3.32062
H -2.79389 1.36545 -2.36490
H -2.58302 1.30277 -4.14370
H -1.38335 -1.17154 -3.23389
C 0.02615 -2.18285 0.17669
N -0.22546 -0.78730 0.56699
C 0.67824 -0.13969 1.47618
C 0.52331 -0.25206 2.87083
C 1.44029 0.38178 3.72644
C 2.50365 1.10811 3.18878
C 2.67691 1.19045 1.80469
C 1.75705 0.57058 0.94932
C -1.31587 -0.25036 0.09147
H 0.93978 -2.55699 0.63166
H -0.81053 -2.81585 0.49692
H 0.12007 -2.22852 -0.91404
H -0.32343 -0.80774 3.27640
H 1.30648 0.31105 4.80995
H 3.21116 1.60035 3.84669
H 3.51161 1.74488 1.37120
H 1.84572 0.63929 -0.13990
H -1.58623 0.75859 0.39966
H -2.01055 -0.88599 -0.44067
*
```

Atom charges from the natural (NBO) analysis, given in e for atoms 1 to 6: -0.6466 -0.2371 0.4140 -0.5681 -0.5622 0.1918

---

The following is a DFT calculation (wB97M-V/def2-TZVPD) of a 3-piece molecular cluster, C24H49N3O4P2 overall in a non-equilibrium geometry.

Calculated values
HOMO-LUMO gap (spin up / spin down)   8.6 / 7.8 eV

Geometry as ORCA input:
```
! RIJCOSX wB97M-V def2-TZVPD def2/J DEFGRID3
* xyz 0 3
C -4.63930 0.86401 4.86232
P -4.77166 1.35522 3.04359
C -3.62027 2.77878 2.58488
C -6.55473 1.64440 2.48683
N -7.20215 0.28232 2.40803
C -8.49315 0.18454 3.17008
O -9.44662 -0.57591 2.94057
C -8.30680 1.27780 4.35848
C -7.59857 2.40659 3.44828
P -7.15353 4.05910 4.23145
O -8.08467 4.23096 5.46917
H -5.49304 1.24824 5.52213
H -4.56937 -0.27510 5.01412
H -3.67544 1.28527 5.32468
H -3.24771 3.40060 3.47444
H -4.10323 3.50341 1.83008
H -2.66468 2.39889 2.06468
H -6.60782 2.25877 1.52299
H -6.65333 -0.47407 2.86253
H -9.24209 1.62865 4.90671
H -7.53761 0.72593 5.01408
H -8.42404 2.72078 2.70139
H -5.76702 4.21825 4.54477
H -7.56769 5.08296 3.29787
C 3.17240 3.31789 0.57783
C 1.87001 2.48535 0.57893
C 2.13524 1.09229 -0.02786
C 2.28572 1.11467 -1.54129
C 1.07935 1.78179 -2.19123
C 0.79757 3.19362 -1.63026
N 0.78595 3.23095 -0.13226
O -0.39677 2.70651 0.27481
C 1.85476 4.17944 -2.18778
C -0.52861 3.70983 -2.24466
C 1.58070 2.30018 2.09217
H 3.01518 4.29162 1.05166
H 3.95711 2.80416 1.14228
H 3.59546 3.49023 -0.40764
H 1.31049 0.41456 0.22564
H 3.03447 0.65142 0.41468
H 3.21137 1.62556 -1.82326
H 2.37831 0.08866 -1.91332
H 1.23592 1.83069 -3.27298
H 0.20256 1.13998 -2.03882
H 1.83842 5.12736 -1.64201
H 1.65867 4.41219 -3.23832
H 2.87032 3.78622 -2.17636
H -1.37244 3.04582 -2.04127
H -0.45275 3.77901 -3.33316
H -0.77385 4.70603 -1.86645
H 1.35063 3.25716 2.57023
H 2.45190 1.88053 2.60309
H 0.75198 1.61402 2.28203
C 1.85463 -4.60205 -3.43251
C 3.38608 -4.45743 -3.58516
C 4.08225 -5.77373 -3.18122
C 4.11089 -5.99984 -1.67489
C 4.73305 -4.80155 -0.96607
C 4.04458 -3.46600 -1.32500
N 3.86971 -3.28131 -2.79969
O 5.07748 -2.92811 -3.30733
C 2.67359 -3.39468 -0.60454
C 4.84997 -2.30925 -0.67317
C 3.56525 -4.27209 -5.11526
H 1.34065 -3.69437 -3.76321
H 1.48371 -5.42839 -4.04719
H 1.52204 -4.82534 -2.42278
H 5.11544 -5.77514 -3.54970
H 3.58948 -6.62415 -3.66321
H 3.10110 -6.19294 -1.30006
H 4.69536 -6.89849 -1.45199
H 4.69553 -4.96518 0.11520
H 5.79673 -4.75401 -1.23069
H 2.05586 -2.58667 -1.00804
H 2.80036 -3.19585 0.46364
H 2.10588 -4.32318 -0.64533
H 5.89578 -2.29357 -0.98978
H 4.86733 -2.40740 0.41579
H 4.40369 -1.33884 -0.90885
H 3.11893 -3.33237 -5.45412
H 3.07535 -5.08271 -5.66213
H 4.61379 -4.28354 -5.42132
*
```

Atom charges from the Mulliken analysis, given in e for atoms 1 to 6: -0.9779 0.0982 -0.8102 0.0195 -0.4949 0.2824

---

The following is a DFT calculation (wB97M-V/def2-TZVPD) of a 3-piece molecular cluster, C7H18N2O overall in a non-equilibrium geometry.

Calculated values
Energy relative to the best compared isomer or geometry (same formula, charge and spin)   61.2 kcal per mole
HOMO-LUMO gap   8.1 eV
SMILES string   C/C(N)=C/O.C=N.CCC

Geometry as ORCA input:
```
! RIJCOSX wB97M-V def2-TZVPD def2/J DEFGRID3
* xyz 0 1
C 1.09703 -0.24155 -1.90867
C -0.24676 -0.21467 -1.75870
C -1.10700 0.35059 1.26464
C 2.14398 -0.68779 0.26637
C -1.05621 -1.47736 -1.70472
C -0.80402 1.70419 1.88341
C -0.85016 -0.80358 2.21838
N 1.89821 0.33594 0.97325
N -0.95247 0.96193 -1.93950
O 1.76790 0.95885 -2.17233
H 2.71340 0.81648 -2.04363
H 2.54890 1.11128 0.84126
H 1.61261 -1.15851 -2.15087
H -0.51799 0.20758 0.33276
H -2.15237 0.32911 0.93772
H -1.93642 0.96756 -1.72499
H -0.40944 1.80520 -1.89604
H 1.49935 -1.54800 0.40503
H 3.09030 -0.88253 -0.25338
H -1.91322 -1.34248 -1.05231
H -1.42309 -1.74594 -2.69477
H -0.45377 -2.30182 -1.33420
H -1.48434 -0.72170 3.10237
H -1.42898 1.87606 2.76053
H -0.99387 2.50605 1.17141
H 0.23349 1.74247 2.19733
H -1.06220 -1.75787 1.73926
H 0.18714 -0.78947 2.54037
*
```

Atom charges from the natural (NBO) analysis, given in e for atoms 1 to 6: -0.0114 0.1409 -0.3982 -0.0450 -0.6402 -0.6065

---

The following is a DFT calculation (wB97M-V/def2-TZVPD) of C15H26O6SSi2Sm as an isolated structure in a non-equilibrium geometry.

Calculated values
HOMO-LUMO gap (spin up / spin down)   6.7 / 6.5 eV

Geometry as ORCA input:
```
! RIJCOSX wB97M-V def2-TZVPD def2/J DEFGRID3
* xyz -1 6
Sm 0.05850 0.39890 -0.21140
C 3.38330 0.77170 0.86170
Si 2.83430 0.07300 -0.92880
C 4.33660 0.92020 -1.89500
C 3.48620 -1.72910 -0.49230
C 4.74880 -2.13270 -0.91350
C 5.32710 -3.31970 -0.49720
C 4.65170 -4.10680 0.41360
C 3.37440 -3.74010 0.81070
C 2.74760 -2.58380 0.35390
Si 0.84230 -2.22150 0.73100
C 0.20000 -3.09630 -0.91210
C 0.40060 -3.69350 1.95970
H 4.33550 0.36270 1.19600
H 2.63180 0.50510 1.61020
H 3.47500 1.85750 0.85440
H 5.23790 0.98410 -1.28540
H 4.05980 1.93670 -2.17230
H 4.58870 0.40130 -2.81820
H 5.29540 -1.49680 -1.59310
H 6.30360 -3.61840 -0.86330
H 5.11190 -5.01090 0.79840
H 2.85800 -4.38150 1.51020
H 0.64740 -4.06980 -1.10680
H 0.40100 -2.45410 -1.77290
H -0.87700 -3.22590 -0.86250
H 0.53890 -4.65820 1.47700
H -0.63940 -3.63910 2.26850
H 1.00100 -3.67760 2.86550
C -2.89810 0.74940 1.68950
C -3.18170 0.94140 0.19240
C -4.55720 1.56620 -0.02020
O -2.15900 1.74550 -0.40130
C -3.06150 -0.47720 -0.51940
O -4.06480 -1.16620 -0.59010
O -1.89190 -0.73990 -0.91810
H -2.87940 1.71980 2.19210
H -1.91020 0.26470 1.81570
H -3.66250 0.12040 2.14350
H -4.67700 2.45620 0.59970
H -5.31180 0.83020 0.24150
H -4.68820 1.85030 -1.06320
H -2.12300 2.61830 0.04060
C 1.58590 4.21870 0.95480
S 0.22760 3.06110 0.66130
O 0.38630 2.65910 -0.73610
O -1.00140 3.78780 0.93920
O 0.39580 1.87700 1.51970
H 1.32400 5.11880 0.41800
H 2.47320 3.76950 0.53290
H 1.69600 4.41390 2.01110
*
```

Atom charges from the natural (NBO) analysis, given in e for atoms 1 to 6: 1.6585 -1.0439 0.6986 -1.0583 -0.2861 -0.2606